DFT (ωB97M-V with the def2-TZVPD basis set) results for a structure of composition C36H76CoF10N4O8P3V at a distorted geometry.

## Properties
**Total charge**: +1
**Multiplicity**: 7
**⟨S²⟩**: 12.01
**HOMO level (spin up / spin down)**: -9.691 / -9.691 eV
**Total energy**: -179262.71023 eV

XYZ file:
```
139
Properties=species:S:1:pos:R:3:forces:R:3
C -1.766 -1.859 -5.156 0.185 -0.523 -0.575
C 2.825 -3.247 -2.327 1.852 -0.799 -0.347
H 2.126 0.735 -2.655 0.196 -0.162 -0.911
H 2.283 -3.557 4.089 -0.169 0.008 -0.032
H -6.715 2.245 -1.058 -0.013 0.329 -0.736
H 2.875 0.640 -1.203 0.625 -0.682 0.479
N -2.074 -1.426 -2.716 -3.063 0.286 1.517
H 1.447 -0.649 6.018 -0.064 -0.321 0.312
H 5.364 -0.158 4.480 0.100 0.005 -0.393
C -3.635 3.478 -2.480 1.518 0.320 1.924
C 1.694 -2.773 3.614 -0.477 0.855 0.785
H 4.463 1.629 5.218 -0.082 -0.058 -0.272
H 0.998 -0.383 3.953 -1.774 0.162 -0.031
N 4.859 -1.233 -1.731 -4.423 -1.028 0.125
H 3.076 -1.091 0.919 0.714 -0.218 0.153
O 5.884 -0.392 -1.906 2.397 1.449 -0.593
O 1.585 0.335 3.705 -1.069 0.073 0.349
H -5.347 1.471 1.620 -0.245 0.009 -0.279
C -3.171 -2.341 -2.153 0.357 0.439 0.991
H -4.914 -1.065 -1.815 0.054 0.188 -0.158
H 4.376 -3.220 2.702 -1.264 -0.183 -0.468
H 1.811 -1.533 -3.176 -0.138 -0.371 -0.354
H -1.744 4.011 -1.392 -0.322 -0.446 -0.055
H 3.285 -3.598 -3.251 -0.091 0.259 -0.519
H -3.409 -4.453 -1.783 -0.783 -0.124 -0.439
F -1.062 -1.013 4.036 -0.194 0.272 -0.907
F -3.731 0.637 3.214 -1.527 -0.041 -1.362
H -2.657 5.298 -2.136 0.429 0.305 0.110
C 4.799 -0.867 5.084 0.651 -0.518 -1.383
C 5.244 -2.645 -1.556 0.599 0.997 0.760
C -2.178 5.336 0.696 0.109 0.567 -0.338
C -4.585 -1.836 -2.513 0.893 -1.146 -0.684
O -0.805 -1.682 -2.253 0.636 -0.843 0.270
V -2.729 2.755 2.370 1.305 -0.607 -0.905
H -2.287 -2.756 -0.179 0.252 0.109 0.059
H -3.794 -0.311 -5.361 0.897 0.594 -0.275
C -3.396 4.874 -0.188 2.607 -2.225 0.246
H -3.998 -2.715 -0.109 -0.260 -0.189 -0.422
H -3.892 0.938 0.746 0.102 -0.152 0.094
O -1.338 2.029 0.988 3.334 -1.293 -2.653
O -0.981 3.623 3.245 3.343 0.575 1.416
H 1.053 -3.193 2.838 0.442 0.020 -0.179
F 0.718 5.192 4.336 -0.154 -3.061 -0.808
H -0.743 -2.236 -5.124 0.077 -0.029 0.370
C 3.346 -0.349 5.079 2.124 2.956 2.126
H 2.509 -2.131 5.810 -0.691 0.054 -0.086
H 3.336 -0.623 -4.817 0.129 -0.049 -0.264
H 7.100 -2.345 -0.368 -0.082 0.306 -0.362
H -5.350 4.356 1.457 -0.758 0.404 0.790
H -5.441 0.554 0.054 -0.175 0.010 0.239
H -3.352 1.530 -1.387 0.495 0.159 -0.475
H 5.840 0.212 -1.161 0.210 0.087 0.039
H -0.794 -1.141 -1.461 0.388 -0.273 -0.018
H 4.293 -4.500 -1.251 0.011 -0.348 -0.662
C 6.090 -2.746 -0.290 0.478 -0.476 0.234
C 3.956 -3.464 -1.294 -0.212 -0.991 -0.314
C 2.455 -1.065 6.032 0.294 -1.076 0.430
H -0.214 0.109 -4.134 0.144 0.087 0.482
C 6.166 -3.171 -2.670 -0.946 -0.783 -0.982
C -3.149 -2.228 -0.587 0.747 -0.659 -0.247
C 4.149 -2.233 3.104 0.770 0.187 0.845
F 0.274 3.099 -0.685 -0.324 -3.861 1.629
H -1.858 -1.394 -6.138 -0.009 0.351 0.047
H 6.984 -2.509 -2.954 -0.255 0.265 0.251
H -4.814 1.846 -2.330 -0.382 -0.784 0.721
C 2.332 -1.539 1.578 -1.127 0.948 -0.436
H -4.750 -2.297 -4.609 0.682 -0.173 -0.043
O -4.540 3.917 1.726 -0.575 0.504 0.144
H -6.411 4.058 -1.189 0.298 -0.349 -0.082
N -3.941 3.622 0.491 1.347 -1.061 -0.838
H -1.336 0.695 -5.249 -0.412 0.048 -0.055
H -2.950 3.287 -3.307 -0.162 -0.923 -0.043
F 0.373 2.856 5.268 0.301 1.491 -1.910
H 3.556 -3.430 -0.280 0.197 1.084 0.247
N 2.794 -0.323 3.709 2.012 -0.114 -1.096
H 5.384 -0.879 6.004 -0.924 0.354 0.627
C 4.892 -2.260 4.472 -1.066 0.992 -0.139
P -0.032 1.678 0.231 -1.487 2.106 1.316
H -5.283 5.905 0.263 0.252 0.002 0.719
H 2.667 1.783 5.336 0.046 0.056 -0.615
H 1.469 -0.905 1.377 -0.333 0.034 0.491
F -2.179 -0.636 1.952 -0.062 0.319 1.258
F -1.658 1.100 3.349 1.744 1.083 0.123
H 5.564 -3.386 -3.552 0.076 0.236 -0.275
H 4.990 -0.162 -4.343 -0.113 0.132 0.040
H -4.978 5.611 -1.329 0.297 0.406 -0.437
F -3.302 -1.647 3.718 0.655 1.132 -0.621
H 1.921 -1.514 -1.525 0.575 0.370 0.568
Co 2.742 1.517 2.289 -2.215 -0.367 1.229
H 2.895 -1.058 7.029 -0.214 0.623 0.091
H -6.766 3.129 0.315 -0.417 0.772 0.205
C 4.203 -0.906 -4.219 -0.725 0.639 1.544
H 6.250 -3.818 -0.180 -0.046 -0.106 0.544
H 4.433 -2.892 5.232 -0.112 -0.637 -0.387
C 3.117 0.514 -2.258 1.078 0.281 -0.537
C -4.437 5.885 -0.424 -1.792 0.783 -0.536
H -4.086 6.915 -0.475 0.196 -0.182 -0.181
H -5.280 -2.676 -2.494 0.024 -0.162 0.933
H 4.633 -1.844 -4.572 -0.405 -0.102 0.321
C -6.240 3.132 -0.640 0.326 -1.204 1.965
O 1.664 3.077 3.085 -1.721 1.547 1.570
C -2.990 -3.814 -2.560 1.112 0.015 0.609
C -2.757 4.374 -1.568 -1.317 1.664 0.164
C -4.798 2.629 -0.268 -0.408 0.191 -1.050
H -4.467 3.974 -2.979 -0.178 0.304 0.515
H -1.521 1.217 -3.579 -0.060 -0.195 0.286
H 4.719 -1.584 2.440 0.157 0.295 0.085
C 3.711 -0.878 -2.693 0.762 -0.121 1.138
H -1.360 4.624 0.795 -0.645 -0.826 0.225
H -1.944 -4.109 -2.474 0.406 0.408 -0.065
F -0.303 0.468 -0.827 0.764 2.951 1.782
H -3.237 -4.075 -3.589 -0.608 0.085 0.211
H 5.650 -2.320 0.612 -0.311 -0.098 -0.113
H -2.436 -2.716 -5.223 -0.005 -0.092 0.342
P -2.440 -0.286 3.530 -1.033 -2.492 2.294
C 2.658 -1.659 3.072 2.162 -2.583 -1.646
C -2.125 -0.892 -4.019 -1.146 0.994 -2.065
H 1.989 -2.479 1.145 0.635 -0.132 0.132
H -3.156 -1.221 -0.171 0.178 0.213 -0.516
H -1.550 6.114 0.262 -0.673 0.550 -0.709
O 1.227 1.325 1.041 -1.757 0.518 -2.369
H 1.983 -3.934 -2.234 -0.210 0.363 0.566
P 0.444 3.654 3.866 -1.346 -0.514 -0.634
H -2.415 5.765 1.670 -0.398 -0.321 0.136
H 0.956 -2.429 4.338 0.105 0.085 0.183
C 2.527 -1.778 -2.392 -1.073 -0.658 -1.011
H 5.921 -2.594 4.339 -0.048 0.063 -0.050
C 3.538 1.173 5.572 -1.184 -0.490 -0.252
H 6.605 -4.148 -2.470 0.036 0.024 0.565
F -2.747 0.104 5.084 0.591 -0.235 -0.236
H -5.657 -1.016 -4.019 -0.037 0.598 -0.556
H -3.906 0.491 -3.811 0.681 0.197 0.200
H 3.518 1.319 6.652 0.403 -0.772 0.177
C -4.100 2.283 -1.632 -0.270 -0.135 -0.286
C -4.652 -1.433 -3.951 -1.078 0.277 0.554
C -4.911 1.309 0.634 0.623 1.555 -1.461
C -1.271 0.365 -4.212 0.793 -0.306 -0.315
H 3.830 1.297 -2.518 -0.227 0.301 -0.141
C -3.583 -0.430 -4.298 -1.114 -0.615 -0.700
```
Positions in Å, forces in eV/Å.

Results of the Löwdin charge analysis, in e, for atoms 1 through 5:
1 C -0.02
2 C -0.15
3 H 0.07
4 H 0.09
5 H 0.09